Molecular formula: C22H31N3O5S
Method: DFT, wB97M-V/def2-TZVPD

Geometry (Å):
S  -1.623  1.601  0.998
O  -1.619  -2.888  0.097
O  -2.333  0.519  1.645
O  -1.630  2.873  1.658
O  -4.661  -1.924  -1.691
O  5.028  1.654  -0.548
N  3.871  -0.244  -0.134
N  -2.148  1.836  -0.567
N  -4.007  -1.362  0.398
C  -4.019  0.357  -1.306
C  6.223  -0.370  -0.784
C  -3.955  -2.718  0.885
C  -2.497  0.657  -1.317
C  0.360  -0.273  0.622
C  4.462  -2.048  1.422
C  -4.264  -1.091  -0.894
C  -4.423  2.782  -0.914
C  -2.900  3.029  -0.883
C  -4.734  1.374  -0.412
C  2.324  1.707  0.212
C  1.011  2.052  0.495
C  3.772  -1.690  0.106
C  2.641  0.357  0.135
C  0.053  1.078  0.699
C  2.261  -1.980  0.174
C  -2.501  -3.131  1.168
C  7.325  0.332  -1.536
C  1.661  -0.620  0.339
C  5.007  0.440  -0.483
C  7.498  0.048  -0.088
C  -1.850  -3.680  -1.050
H  6.090  -1.424  -0.975
H  2.013  -2.642  1.003
H  -4.396  1.279  0.621
H  -3.515  -0.672  0.959
H  8.182  -0.729  0.220
H  1.894  -2.445  -0.744
H  -2.476  -4.194  1.453
H  7.428  0.879  0.598
H  5.509  -1.756  1.406
H  0.717  3.085  0.576
H  -5.810  1.193  -0.438
H  -2.547  3.403  -1.850
H  -0.398  -1.023  0.779
H  3.973  -1.529  2.243
H  -1.871  -4.744  -0.790
H  -2.112  -2.527  1.992
H  -4.407  -3.357  0.123
H  -4.528  -2.804  1.813
H  -1.936  -0.174  -0.885
H  -2.784  -3.412  -1.552
H  -4.795  2.886  -1.935
H  4.232  -2.237  -0.722
H  -2.636  3.753  -0.113
H  3.078  2.459  0.055
H  -4.411  0.456  -2.323
H  -4.934  3.517  -0.293
H  7.887  -0.242  -2.256
H  -2.150  0.796  -2.347
H  -1.016  -3.487  -1.722
H  7.129  1.354  -1.825
H  4.401  -3.119  1.596

Orbital gap = 0.3333 Ha
Calculated total energy = -48860.2816 eV
SMILES string = COCCNC(=O)[C@H]1CCCN(S(=O)(=O)c2ccc3c(c2)C[C@H](C)N3C(=O)C2CC2)C1
Energy relative to the best compared isomer or geometry (same formula, charge and spin) = 162.0 kJ/mol

Here are the Mulliken charges for atoms 1 to 2, given in e:
1 S 1.53
2 O -0.11